15
Properties=species:S:1:pos:R:3:nbo_charge:R:1 method="wB97M-V/def2-TZVPD" energy_ha=-229.69221 total_charge=0 smiles=C[C@H](N)CN gap_ev=9.8021
C 0.873 -1.541 0.406 -0.594
C -0.175 -0.422 0.398 -0.051
N -1.216 -0.740 -0.663 -0.870
C 0.657 0.793 0.153 -0.251
N -0.167 1.838 -0.352 -0.836
H 0.381 -2.331 0.547 0.183
H 1.382 -1.560 -0.636 0.210
H 1.523 -1.293 1.240 0.215
H -0.957 -0.305 1.321 0.169
H -1.377 -1.772 -0.293 0.353
H -2.064 -0.098 -0.704 0.390
H 1.232 0.253 -0.741 0.194
H 1.314 1.240 1.039 0.191
H 0.326 2.643 -0.924 0.362
H -0.205 2.559 0.516 0.335

---

15
Properties=species:S:1:pos:R:3:nbo_charge:R:1 method="wB97M-V/def2-TZVPD" energy_ha=-229.76148 total_charge=0 smiles=NCCCN gap_ev=9.9846
N -2.564 -0.185 -0.070 -0.878
C -1.213 0.458 0.147 -0.215
C 0.000 -0.381 -0.027 -0.434
C 1.239 0.503 -0.048 -0.209
N 2.414 -0.398 -0.028 -0.857
H -2.658 -0.534 -1.069 0.360
H -2.933 -0.941 0.605 0.373
H -1.166 0.897 1.187 0.191
H -1.143 1.421 -0.499 0.187
H 0.175 -0.881 -0.948 0.216
H 0.010 -1.218 0.799 0.195
H 1.284 1.369 0.740 0.163
H 1.327 1.057 -1.018 0.187
H 3.298 0.060 -0.521 0.362
H 2.706 -0.627 0.984 0.359